(1)
Entry from the Open Molecules 2025 dataset: the molecule C5H7N (wB97M-V/def2-TZVPD).

CARTESIAN COORDINATES (ANGSTROEM)
C: -1.41 -0.50 -1.40
C: -0.24 -0.25 -0.49
C: 1.07 -0.60 -0.63
C: 1.69 0.02 0.60
C: 0.61 0.57 1.45
N: -0.49 0.40 0.76
H: -2.15 -1.18 -0.95
H: -1.93 0.41 -1.70
H: -1.02 -0.99 -2.30
H: 2.14 0.84 0.02
H: 2.52 -0.47 1.13
H: 0.60 1.04 2.43
H: -1.40 0.70 1.08

Values from the calculation:
net charge = 0
orbital gap = 0.2917 Ha
E_HOMO = -7.4 eV
LUMO = 0.019 hartree
calculated total energy = -249.34687 a.u.

---

(2)
Entry from the Open Molecules 2025 dataset: the molecule C5H7N at a distorted geometry (wB97M-V/def2-TZVPD).

CARTESIAN COORDINATES (ANGSTROEM)
C: -0.01 1.04 1.63
C: 0.78 0.00 1.82
C: 0.06 1.30 0.18
C: 0.70 0.02 -0.38
C: -0.24 -1.03 -0.87
N: -0.06 2.33 -0.47
H: -0.39 1.85 2.28
H: 1.05 -0.75 2.58
H: 1.62 0.24 -0.80
H: -0.54 -0.57 -1.85
H: -1.00 -1.20 -0.20
H: 0.28 -1.98 -0.97
H: 0.07 2.35 -1.44

Values from the calculation:
net charge = 0
orbital gap (alpha / beta) = 0.3481 / 0.3482 Ha
E_HOMO (alpha / beta) = -8.7 / -8.7 eV
LUMO (alpha / beta) = 0.027 / 0.027 hartree
calculated total energy = -249.30294 a.u.

---

(3)
Entry from the Open Molecules 2025 dataset: the molecule C5H7N at a distorted geometry (wB97M-V/def2-TZVPD).

CARTESIAN COORDINATES (ANGSTROEM)
H: -3.41 -0.61 -0.78
N: -2.43 -0.61 -0.53
C: -2.12 0.54 -0.08
C: -0.78 0.89 0.37
C: 0.15 0.00 0.33
C: 0.94 -1.00 0.16
C: 2.23 -0.25 -0.26
H: -2.82 1.37 0.03
H: -0.58 1.86 0.77
H: 1.15 -1.72 0.93
H: 2.73 0.30 0.57
H: 2.77 -1.16 -0.40
H: 2.16 0.42 -1.13

Values from the calculation:
net charge = 0
orbital gap = 0.3381 Ha
structure (SMILES) = [H]/N=C/C=C=CC
E_HOMO = -8.5 eV
LUMO = 0.024 hartree
calculated total energy = -249.33194 a.u.

---

(4)
Entry from the Open Molecules 2025 dataset: the molecule C5H7N (wB97M-V/def2-TZVPD).

CARTESIAN COORDINATES (ANGSTROEM)
C: 2.78 -0.57 -0.19
C: 1.80 0.09 0.00
C: 0.58 0.91 0.13
N: -0.52 0.18 0.76
C: -1.00 -0.98 0.03
C: -1.80 0.27 0.07
H: 3.66 -1.15 -0.37
H: 0.79 1.79 0.75
H: 0.31 1.28 -0.87
H: -1.29 -1.83 0.65
H: -0.51 -1.25 -0.90
H: -2.68 0.35 0.70
H: -1.83 0.86 -0.85

Values from the calculation:
net charge = 0
orbital gap = 0.3846 Ha
structure (SMILES) = C#CCN1CC1
E_HOMO = -9.3 eV
LUMO = 0.042 hartree
calculated total energy = -249.35177 a.u.

---

(5)
Entry from the Open Molecules 2025 dataset: the molecule C5H7N at a distorted geometry (wB97M-V/def2-TZVPD).

CARTESIAN COORDINATES (ANGSTROEM)
C: 1.23 -0.05 -0.34
C: 0.53 1.09 -0.50
C: -0.79 1.02 0.16
N: -1.88 0.01 0.11
C: -0.61 -0.32 0.79
C: 0.29 -1.21 0.00
H: 2.25 -0.21 -0.66
H: 0.96 2.05 -0.77
H: -1.11 1.87 0.77
H: -1.89 -0.47 -0.80
H: 0.45 -0.08 1.49
H: 0.71 -1.99 0.65
H: -0.14 -1.70 -0.89

Values from the calculation:
net charge = 0
orbital gap = 0.3298 Ha
structure (SMILES) = C1=C[C@H]2N[C@H]2C1
E_HOMO = -8.2 eV
LUMO = 0.030 hartree
calculated total energy = -249.26276 a.u.

---

(6)
Entry from the Open Molecules 2025 dataset: the molecule C5H7N (wB97M-V/def2-TZVPD).

CARTESIAN COORDINATES (ANGSTROEM)
C: 1.95 0.07 0.12
C: 0.45 0.03 -0.02
C: -0.46 1.05 0.36
C: -1.73 0.58 0.16
N: -1.62 -0.69 -0.36
C: -0.30 -1.03 -0.46
H: 2.24 0.68 0.98
H: 2.35 -0.93 0.27
H: 2.44 0.50 -0.76
H: -0.20 2.03 0.75
H: -2.70 0.97 0.41
H: -2.40 -1.26 -0.64
H: 0.00 -2.01 -0.82

Values from the calculation:
net charge = 0
orbital gap = 0.3381 Ha
structure (SMILES) = Cc1cc[nH]c1
E_HOMO = -8.1 eV
LUMO = 0.040 hartree
calculated total energy = -249.46984 a.u.

---

(7)
Entry from the Open Molecules 2025 dataset: the molecule C5H7N (wB97M-V/def2-TZVPD).

CARTESIAN COORDINATES (ANGSTROEM)
C: -2.80 -0.01 0.19
C: -1.41 0.06 0.21
C: -0.19 -0.37 0.25
C: 0.97 -0.16 -0.60
C: 2.17 0.40 0.10
N: 2.17 -0.97 -0.34
H: -1.76 1.00 -0.40
H: -3.39 0.83 0.52
H: -3.33 -0.87 -0.21
H: 0.85 0.09 -1.66
H: 2.06 0.62 1.16
H: 2.82 1.07 -0.45
H: 1.96 -1.59 0.45

Values from the calculation:
net charge = 0
orbital gap = 0.2832 Ha
E_HOMO = -7.9 eV
LUMO = -0.007 hartree
calculated total energy = -249.24241 a.u.

---

(8)
Entry from the Open Molecules 2025 dataset: the molecule C5H7N at a distorted geometry (wB97M-V/def2-TZVPD).

CARTESIAN COORDINATES (ANGSTROEM)
C: 0.83 -1.06 2.19
C: 0.54 -0.48 0.92
C: 0.67 -0.29 -0.28
C: 0.24 0.47 -1.41
C: -1.24 0.56 -1.55
N: -0.48 1.73 -1.15
H: 0.94 -1.93 1.46
H: 0.08 -1.45 2.86
H: 1.62 -0.52 2.76
H: 0.84 0.47 -2.31
H: -1.84 0.04 -0.80
H: -1.65 0.59 -2.55
H: -0.55 1.86 -0.14

Values from the calculation:
net charge = 0
orbital gap = 0.3484 Ha
structure (SMILES) = CC#C[C@H]1CN1
E_HOMO = -8.7 eV
LUMO = 0.027 hartree
calculated total energy = -249.31323 a.u.